1.
Molecular formula: C4H10NO
Method: DFT, wB97M-V/def2-TZVPD

Element x y z (Å)
O: 0.45305 1.23495 0.44833
N: -1.35692 0.19792 -0.73662
C: -1.75977 0.17489 0.66414
C: -0.36250 0.18567 0.27568
C: 1.74548 1.18083 -0.20082
C: 0.52403 -1.70661 0.34810
H: -1.69315 -0.69291 -1.33752
H: 1.30548 -1.76233 1.05972
H: 2.23177 2.19436 0.07452
H: -1.91415 1.21856 1.18611
H: -1.29395 1.11091 -1.30503
H: 2.28458 0.41259 0.16115
H: -0.30902 -2.47305 0.47579
H: -2.27551 -0.74395 0.94370
H: 0.77753 -1.53959 -0.72068
H: 1.64306 1.00773 -1.33659

Computed properties:
F_max	0.1524	Eh/bohr
E_tot	-7836.463	eV
LUMO energy	-3.66	eV
relative energy (zero: lowest compared OMol25 entry of this formula, charge and spin)	4.854	eV
charge	+1
orbital gap	0.391	hartree

---

2.
Molecular formula: C48H51Br2N7O2PS3SiSn
Method: DFT, wB97M-V/def2-TZVPD

Element x y z (Å)
Sn: -0.25290 -0.25088 -0.28125
Br: -3.15337 -3.58436 -3.15896
Br: 1.26091 -4.38495 -6.55299
S: 2.81768 -0.33939 1.22245
S: 2.85758 -1.15314 4.55044
S: -0.55063 3.20838 -1.74411
P: 3.63625 -0.15018 3.03384
Si: -3.55182 0.53976 -1.47162
O: -0.16727 4.03644 -0.57108
O: -1.10508 -1.97299 -1.53778
N: -0.68347 -1.95726 1.34029
N: -0.64457 -2.65478 3.67939
N: -0.03316 -4.23097 1.94750
N: -2.39162 0.38620 -0.19700
N: -2.34663 -3.52908 2.18881
N: 1.61852 -1.96229 -1.83367
N: -1.20145 1.15101 1.57399
C: 0.57029 -3.68429 -4.92249
C: 0.20385 -3.12776 1.03156
C: 3.80587 2.58875 2.42074
C: 2.83226 -2.96556 -4.12456
C: -1.00803 1.87038 2.68323
C: 3.26962 1.16156 -3.12481
C: 3.23764 1.87126 -1.93480
C: 2.07801 2.53045 -1.54734
C: -0.40503 -1.55570 2.75718
C: -1.43678 -4.62620 1.84715
C: 6.15606 -0.89971 4.01978
C: 3.84039 3.94262 2.71637
C: 0.96971 2.47816 -2.37382
C: -1.70892 3.97708 -4.12702
C: 8.19201 -0.90872 2.73738
C: 2.91827 -1.91977 -1.97776
C: -2.40140 1.10429 0.95483
C: 3.60335 3.43399 5.05131
C: 7.48099 -0.50801 1.61458
C: 3.56874 2.07736 4.75334
C: -2.05307 2.55511 3.28123
C: 0.85984 -2.51273 -2.81020
C: -1.31185 -3.27626 -3.49276
C: -0.44855 6.45691 -4.14347
C: 2.14210 1.10097 -3.93691
C: 0.38264 1.87585 3.24362
C: 1.42870 -3.05634 -3.98798
C: -0.83641 4.33759 -3.11284
C: -2.10063 -2.42396 1.27192
C: -3.51153 1.74996 1.54284
C: -1.30087 6.09845 -5.18194
C: 0.98408 1.76315 -3.56423
C: -2.03178 -3.08502 3.54944
C: 3.73936 4.36827 4.03502
C: 7.52622 -1.10646 3.93917
C: 6.11106 -0.30212 1.69565
C: 5.43963 -0.49152 2.89949
C: -0.21451 5.57589 -3.09970
C: 3.57308 -2.40644 -3.12535
C: -0.76009 -3.81472 -4.66355
C: 0.23140 -3.76893 3.31403
C: -1.93196 4.86296 -5.17328
C: 3.67412 1.64570 3.43670
C: -3.31772 2.46787 2.70068
C: -4.98601 -0.63913 -1.22535
C: -0.57507 -2.54550 -2.56189
C: -2.71906 0.20773 -3.11748
C: -4.24513 2.29600 -1.57671
H: 9.26064 -1.07500 2.67397
H: -1.75011 0.71283 -3.16715
H: -4.52721 2.51352 -2.61108
H: 8.07450 -1.42978 4.81584
H: 1.26731 -3.43783 3.39344
H: 3.47705 -1.48178 -1.15626
H: -1.88085 3.13093 4.17974
H: 5.62272 -1.07005 4.94711
H: -2.30810 -2.72868 0.24784
H: -5.51274 -0.41366 -0.29364
H: 5.54172 -0.01322 0.82010
H: -3.50777 3.04072 -1.26692
H: 3.75467 5.42632 4.26693
H: -1.40552 -4.32787 -5.36267
H: -1.48237 6.79050 -5.99451
H: 0.06232 -4.59700 4.00643
H: 0.62217 0.92134 3.72251
H: 1.23637 -2.78680 1.10799
H: 4.10147 1.88099 -1.28326
H: 0.63487 -1.23345 2.82643
H: -4.48968 1.67025 1.09087
H: -2.74708 -1.58345 1.52926
H: 2.01169 3.06075 -0.60536
H: 3.51413 3.76126 6.08027
H: 7.99349 -0.36318 0.67102
H: -0.00506 -3.44361 0.01211
H: 4.65102 -2.33962 -3.19855
H: -2.21528 -3.91111 4.24066
H: 0.10480 1.71659 -4.19528
H: 3.30353 -3.35703 -5.01615
H: -2.21754 3.01938 -4.09419
H: -4.62257 -1.66671 -1.16948
H: 2.16428 0.52977 -4.85679
H: 1.10749 2.01258 2.43954
H: 0.03197 7.42707 -4.14750
H: -5.70630 -0.57483 -2.04605
H: -2.68969 -2.25237 3.80963
H: -3.34415 0.58014 -3.93501
H: -1.62118 -5.45960 2.52901
H: -1.64324 -4.95026 0.82469
H: 4.16832 0.63270 -3.41532
H: 0.42874 5.83082 -2.26641
H: 0.50957 2.66760 3.98099
H: -5.13581 2.43811 -0.96130
H: 3.85180 2.24744 1.39339
H: -2.54581 -0.85381 -3.27874
H: -4.15909 2.97122 3.16359
H: 3.93222 4.66766 1.91672
H: -1.06627 -0.72909 3.00881
H: 3.43997 1.33916 5.53568
H: -2.60891 4.59178 -5.97330

Computed properties:
F_max	0.0030	Eh/bohr
E_tot	-260726.031	eV
LUMO energy	2.17	eV
relative energy (zero: lowest compared OMol25 entry of this formula, charge and spin)	0.000	eV
charge	-1
orbital gap	0.264	hartree